No. 1
{
  "formula": "C7H22Ag2NO6V",
  "method": "ωB97M-V with the def2-TZVPD basis set",
  "charge": 3,
  "lumo_ha": [-0.417, -0.417],
  "spin_multiplicity": 4,
  "homo_lumo_gap_ev": [6.4036, 6.4021],
  "e_above_lowest_kj_mol": 104.8,
  "total_energy_ev": -55048.0577,
  "elements": ["V", "N", "H", "H", "H", "H", "Ag", "Ag", "C", "O", "O", "O", "C", "C", "O", "H", "H", "H", "H", "H", "H", "C", "C", "O", "H", "H", "H", "H", "H", "H", "C", "C", "O", "H", "H", "H", "H", "H", "H"],
  "xyz": [[-28.911, -23.669, -21.616], [-27.870, -20.948, -25.659], [-27.142, -20.346, -26.017], [-27.372, -21.634, -25.111], [-28.358, -21.404, -26.416], [-28.528, -20.407, -25.116], [-24.195, -22.504, -25.096], [-25.823, -25.461, -24.400], [-27.011, -23.130, -23.299], [-27.576, -22.266, -22.625], [-27.341, -24.268, -22.951], [-26.390, -22.903, -24.316], [-29.367, -26.839, -23.433], [-28.653, -26.985, -24.809], [-27.334, -27.375, -24.629], [-29.595, -27.840, -23.066], [-30.327, -26.328, -23.511], [-28.696, -26.457, -22.664], [-28.646, -25.993, -25.262], [-29.200, -27.690, -25.435], [-27.340, -28.317, -24.445], [-26.931, -17.539, -22.296], [-27.247, -18.961, -22.005], [-26.749, -19.764, -23.100], [-27.453, -17.261, -23.212], [-25.873, -17.306, -22.417], [-27.372, -16.810, -21.616], [-28.276, -19.177, -21.717], [-26.819, -19.369, -21.090], [-26.913, -20.691, -22.913], [-30.376, -19.866, -19.924], [-30.462, -21.044, -20.861], [-30.029, -22.285, -20.213], [-30.500, -18.976, -20.541], [-29.402, -19.880, -19.434], [-31.206, -19.941, -19.222], [-29.894, -20.871, -21.775], [-31.512, -21.244, -21.076], [-30.487, -22.312, -19.370]]
}

---

No. 2
{
  "formula": "C7H22N3Si",
  "method": "ωB97M-V with the def2-TZVPD basis set",
  "charge": 1,
  "lumo_ha": [-0.141, -0.141],
  "homo_lumo_gap_ev": [9.0904, 9.0945],
  "e_above_lowest_kj_mol": 550.8,
  "total_energy_ev": -19952.0858,
  "elements": ["C", "C", "C", "C", "C", "C", "C", "N", "N", "N", "Si", "H", "H", "H", "H", "H", "H", "H", "H", "H", "H", "H", "H", "H", "H", "H", "H", "H", "H", "H", "H", "H", "H"],
  "xyz": [[0.883, 2.350, 1.339], [-0.466, 0.211, 1.983], [0.419, -1.052, -2.055], [2.624, 1.373, -1.781], [-1.860, -3.313, 0.040], [-0.095, 1.351, 0.859], [0.260, 0.632, -0.362], [0.078, -0.533, -0.730], [1.217, 1.563, -2.080], [-0.850, -2.491, 0.766], [-1.776, 2.180, 0.550], [1.437, 1.844, 2.159], [1.572, 2.854, 0.559], [0.334, 3.251, 1.756], [-1.437, -0.172, 1.734], [-0.467, 0.687, 3.073], [0.211, -0.668, 2.098], [0.249, -0.273, -2.833], [1.536, -1.191, -1.957], [-0.159, -2.019, -2.273], [2.915, 2.056, -0.906], [2.751, 0.315, -1.568], [3.120, 1.663, -2.796], [-2.877, -3.155, 0.411], [-1.839, -2.944, -1.066], [-1.612, -4.336, 0.032], [-0.522, -1.165, -0.217], [0.909, 2.420, -1.791], [-0.126, -3.107, 1.132], [-1.061, -2.013, 1.603], [-2.663, 1.199, -0.249], [-1.625, 3.464, -0.368], [-2.339, 2.653, 1.797]]
}

---

No. 3
{
  "formula": "C7H22N6O12PS3",
  "method": "ωB97M-V with the def2-TZVPD basis set",
  "charge": -1,
  "lumo_ha": 0.079,
  "homo_lumo_gap_ev": 8.1938,
  "total_energy_ev": -82909.3350,
  "elements": ["C", "C", "S", "C", "S", "O", "O", "N", "S", "O", "O", "P", "N", "H", "H", "H", "H", "H", "H", "H", "H", "H", "H", "C", "N", "O", "O", "H", "H", "H", "C", "N", "O", "O", "H", "H", "H", "C", "N", "O", "O", "H", "H", "H", "C", "N", "O", "O", "H", "H", "H"],
  "xyz": [[3.499, 1.259, 1.413], [3.314, 0.189, 0.295], [3.964, -1.464, 0.723], [2.575, -2.455, 1.390], [1.188, -2.721, 0.223], [1.322, -4.134, -0.254], [1.336, -1.813, -0.962], [-0.302, -2.611, 0.960], [-0.510, -1.079, 1.577], [-1.897, -1.015, 2.134], [0.454, -0.666, 2.629], [-0.480, 0.467, 0.073], [-0.098, 1.858, 0.787], [4.544, 1.299, 1.728], [3.199, 2.217, 0.968], [2.798, 1.042, 2.224], [3.886, 0.524, -0.580], [2.262, 0.198, 0.007], [2.265, -2.026, 2.348], [2.996, -3.443, 1.603], [0.473, 0.255, -0.955], [-1.779, 0.650, -0.458], [0.072, 1.735, 1.782], [-3.051, 2.984, 2.437], [-2.799, 4.394, 2.059], [-1.997, 5.018, 2.720], [-3.408, 4.834, 1.113], [-2.434, 2.738, 3.293], [-4.106, 2.891, 2.680], [-2.786, 2.367, 1.584], [0.263, -6.338, -2.213], [-0.868, -6.751, -3.085], [-1.966, -6.310, -2.836], [-0.615, -7.507, -3.998], [-0.107, -5.666, -1.447], [0.677, -7.240, -1.771], [0.995, -5.839, -2.840], [0.249, 5.733, 0.938], [1.370, 4.990, 0.313], [1.278, 4.725, -0.862], [2.303, 4.702, 1.026], [-0.507, 5.920, 0.184], [-0.149, 5.119, 1.739], [0.651, 6.667, 1.323], [-2.579, -1.459, -3.044], [-2.588, 0.010, -3.268], [-2.726, 0.724, -2.298], [-2.451, 0.396, -4.403], [-2.708, -1.651, -1.984], [-3.399, -1.882, -3.619], [-1.621, -1.837, -3.392]]
}

---

No. 4
{
  "formula": "C7H22O4",
  "method": "ωB97M-V with the def2-TZVPD basis set",
  "charge": 0,
  "lumo_ha": 0.011,
  "homo_lumo_gap_ev": 9.5218,
  "smiles": "C/C=C(\\C)CCC.O.O.O.O",
  "e_above_lowest_kj_mol": 26.8,
  "total_energy_ev": -15804.6501,
  "elements": ["C", "C", "C", "C", "C", "C", "C", "H", "H", "H", "H", "H", "H", "H", "H", "H", "H", "H", "H", "H", "H", "H", "H", "O", "H", "H", "O", "H", "H", "O", "H", "H", "O"],
  "xyz": [[2.331, -2.249, -0.241], [0.834, -1.802, -0.201], [0.819, -0.264, -0.139], [-0.551, 0.283, 0.237], [-1.432, -0.316, 1.045], [-2.919, -0.177, 0.974], [-0.869, 1.615, -0.392], [2.782, -2.300, 0.749], [2.932, -1.469, -0.712], [2.421, -3.187, -0.785], [0.483, -2.183, 0.753], [0.316, -2.171, -1.080], [1.294, 0.204, -1.002], [1.531, 0.038, 0.644], [-1.101, -1.097, 1.721], [-3.379, -0.364, 1.949], [-3.362, -0.980, 0.380], [-3.320, 0.757, 0.587], [-1.767, 1.805, -0.994], [-0.105, 1.990, -1.079], [-0.981, 2.386, 0.378], [-2.503, -1.826, -2.965], [-2.275, -1.184, -1.627], [-2.988, -1.455, -2.219], [1.346, -0.048, 2.705], [1.397, 1.326, 3.350], [1.911, 0.514, 3.252], [2.570, 2.636, 0.894], [2.783, 1.650, 2.035], [3.180, 2.433, 1.610], [-1.214, 1.801, -3.623], [-0.246, 1.000, -2.751], [-0.785, 0.945, -3.546]]
}

---

No. 5
{
  "formula": "C7H22O6",
  "method": "ωB97M-V with the def2-TZVPD basis set",
  "charge": 0,
  "lumo_ha": 0.013,
  "homo_lumo_gap_ev": 9.5533,
  "smiles": "C=C(C)CCCC=O.O.O.O.O.O",
  "e_above_lowest_kj_mol": 88.3,
  "total_energy_ev": -19899.9674,
  "elements": ["O", "C", "C", "C", "C", "C", "C", "C", "H", "H", "H", "H", "H", "H", "H", "H", "H", "H", "H", "H", "H", "H", "O", "H", "H", "O", "H", "H", "O", "H", "H", "O", "H", "H", "O"],
  "xyz": [[-2.128, -3.217, 0.740], [-1.585, -2.482, 1.529], [-0.101, -2.526, 1.802], [0.466, -1.185, 1.242], [0.070, 0.099, 1.954], [1.691, 1.430, 0.568], [0.578, 1.344, 1.287], [-0.271, 2.582, 1.593], [-2.148, -1.684, 2.024], [0.372, -3.335, 1.247], [0.135, -2.524, 2.863], [0.161, -1.165, 0.187], [1.552, -1.241, 1.298], [0.419, 0.087, 3.006], [-1.001, 0.153, 2.176], [2.191, 2.394, 0.456], [2.401, 0.616, 0.494], [0.041, 3.304, 0.836], [-1.316, 2.317, 1.451], [-0.156, 2.900, 2.632], [-1.923, 0.660, -2.967], [-0.542, 1.155, -2.378], [-1.241, 0.438, -2.322], [1.468, -0.820, -1.885], [2.721, -0.247, -2.465], [2.329, -0.420, -1.603], [-2.037, 0.407, -0.815], [-3.468, -0.172, -0.075], [-2.608, 0.237, -0.033], [1.322, 1.574, -1.576], [1.369, 2.208, -2.906], [0.770, 2.167, -2.143], [0.333, -2.430, -2.649], [-0.248, -1.065, -2.500], [0.383, -1.561, -3.071]]
}

---

No. 6
{
  "formula": "C7H22O8",
  "method": "ωB97M-V with the def2-TZVPD basis set",
  "charge": 0,
  "lumo_ha": 0.009,
  "homo_lumo_gap_ev": 8.6580,
  "smiles": "Cc1ccc(O)cc1.O.O.O.O.O.O.O",
  "e_above_lowest_kj_mol": 163.5,
  "total_energy_ev": -23994.7859,
  "elements": ["C", "C", "C", "C", "C", "O", "C", "C", "H", "H", "H", "H", "H", "H", "H", "H", "H", "H", "O", "H", "H", "O", "H", "H", "O", "H", "H", "O", "H", "H", "O", "H", "H", "O", "H", "H", "O"],
  "xyz": [[2.290, -2.443, -0.491], [1.097, -1.603, -0.566], [1.496, -0.221, -0.611], [0.611, 0.756, -0.275], [-0.771, 0.404, -0.265], [-1.752, 1.255, 0.029], [-1.140, -0.932, -0.411], [-0.213, -1.967, -0.526], [3.202, -2.175, -1.108], [2.064, -3.438, -0.723], [2.647, -2.610, 0.506], [2.549, -0.067, -0.727], [0.926, 1.821, -0.174], [-1.441, 1.843, 0.670], [-2.172, -1.326, -0.281], [-0.612, -2.991, -0.568], [-0.462, 3.653, 2.578], [-0.564, 2.068, 2.679], [-0.008, 2.834, 2.428], [0.314, -1.410, 4.525], [1.132, -0.251, 3.917], [0.365, -0.443, 4.431], [0.728, 1.257, -4.608], [-0.322, 0.544, -4.002], [0.531, 0.939, -3.707], [-0.817, -0.513, 3.260], [-0.868, -0.921, 1.728], [-1.392, -0.823, 2.600], [-3.476, 1.154, 1.938], [-2.415, 0.497, 2.777], [-2.819, 1.426, 2.621], [-1.553, -1.980, -3.377], [-0.118, -1.650, -3.140], [-0.646, -2.077, -3.760], [3.296, 1.346, -2.764], [1.941, 1.701, -2.846], [2.695, 1.825, -2.315]]
}

---

No. 7
{
  "formula": "C7H23CuHfNO9S",
  "method": "ωB97M-V with the def2-TZVPD basis set",
  "charge": 1,
  "lumo_ha": -0.243,
  "homo_lumo_gap_ev": 4.9204,
  "e_above_lowest_kj_mol": 0.0,
  "total_energy_ev": -84321.4006,
  "elements": ["Hf", "Cu", "S", "O", "O", "O", "O", "C", "C", "C", "O", "H", "H", "H", "H", "H", "H", "H", "O", "H", "C", "C", "C", "O", "C", "N", "H", "H", "H", "H", "H", "H", "H", "H", "H", "H", "H", "O", "H", "H", "O", "H", "H"],
  "xyz": [[5.253, -36.039, -8.870], [6.100, -37.579, -5.244], [8.275, -35.372, -10.462], [7.427, -34.487, -11.258], [7.176, -36.153, -9.637], [9.100, -36.233, -11.263], [9.044, -34.676, -9.441], [3.458, -36.643, -5.127], [3.933, -35.266, -5.589], [4.740, -34.628, -4.430], [4.572, -35.312, -6.821], [4.326, -37.290, -4.897], [2.874, -37.133, -5.909], [2.770, -36.515, -4.294], [3.012, -34.671, -5.610], [4.204, -34.784, -3.497], [4.688, -33.567, -4.678], [5.787, -34.937, -4.398], [6.137, -37.450, -7.481], [6.373, -38.383, -7.418], [9.689, -40.086, -7.263], [9.290, -39.528, -5.903], [10.428, -39.540, -4.878], [10.848, -40.872, -4.646], [12.217, -41.141, -4.845], [8.641, -38.202, -5.984], [9.845, -41.155, -7.112], [10.460, -39.483, -7.739], [8.854, -40.138, -7.972], [8.516, -40.124, -5.409], [10.153, -39.091, -3.922], [11.235, -38.947, -5.327], [12.815, -40.479, -4.212], [12.573, -40.995, -5.870], [12.349, -42.185, -4.570], [8.103, -38.268, -6.841], [9.322, -37.497, -6.262], [7.963, -35.143, -6.930], [8.485, -35.830, -6.514], [8.265, -35.144, -7.861], [5.636, -38.009, -10.215], [6.063, -37.760, -11.050], [5.506, -38.964, -10.273]]
}

---

No. 8
{
  "formula": "C7H23CuNO9S",
  "method": "ωB97M-V with the def2-TZVPD basis set",
  "charge": -3,
  "lumo_ha": 0.177,
  "homo_lumo_gap_ev": 1.5090,
  "total_energy_ev": -83012.5154,
  "elements": ["Cu", "S", "O", "O", "O", "O", "C", "C", "C", "O", "H", "H", "H", "H", "H", "H", "H", "O", "H", "C", "C", "C", "O", "C", "N", "H", "H", "H", "H", "H", "H", "H", "H", "H", "H", "H", "O", "H", "H", "O", "H", "H"],
  "xyz": [[21.388, 26.564, 18.598], [24.535, 29.429, 19.446], [25.463, 30.340, 18.796], [23.228, 30.142, 19.508], [24.342, 28.253, 18.556], [25.074, 29.190, 20.784], [20.362, 24.122, 15.555], [21.180, 25.121, 14.754], [20.869, 24.935, 13.264], [20.962, 26.480, 15.125], [20.564, 24.214, 16.622], [20.626, 23.073, 15.423], [19.305, 24.161, 15.292], [22.243, 24.908, 14.858], [19.821, 25.096, 13.012], [21.218, 23.947, 12.964], [21.537, 25.609, 12.728], [19.629, 29.389, 18.223], [19.129, 28.580, 18.443], [24.815, 22.025, 19.059], [23.438, 22.218, 19.820], [23.387, 21.147, 20.970], [21.983, 21.058, 21.306], [21.715, 19.912, 22.162], [23.359, 23.527, 20.303], [24.926, 22.808, 18.309], [24.754, 21.062, 18.553], [25.610, 22.100, 19.801], [22.643, 21.953, 19.124], [24.081, 21.394, 21.774], [23.826, 20.198, 20.662], [22.101, 18.943, 21.845], [20.629, 19.833, 22.224], [21.954, 20.169, 23.194], [22.866, 23.517, 21.185], [24.277, 23.858, 20.562], [18.301, 25.717, 19.299], [18.302, 24.966, 19.893], [17.558, 25.561, 18.716], [21.468, 26.955, 22.186], [20.560, 27.191, 22.379], [21.701, 26.324, 22.866]]
}